Entry 1:
C6H9N2 | ωB97M-V/def2-TZVPD

Positions of all 17 atoms, in Å:
C 3.6291 0.2418 0.2163
C 2.3933 0.2130 0.1022
C -0.8848 1.7158 -0.3331
C -1.1763 -0.8367 0.4293
C 1.0047 0.1896 0.0620
C -1.0899 0.6323 0.6875
N 0.1588 1.2191 0.5234
N 0.3150 -1.1303 0.2842
H 4.6638 0.0484 0.3062
H -0.6849 1.5724 -1.4251
H -1.3246 2.7043 -0.0583
H -1.5552 -1.4200 1.2820
H -1.8488 -1.0038 -0.3960
H 0.6717 0.6837 -1.8661
H -1.5153 0.8567 1.7199
H 0.6388 -1.4799 1.2430
H 0.4259 -1.8828 -0.4850

Cartesian forces (eV/Å) of the 2 atoms listed first:
C -4.23 -0.65 -0.42
C 4.12 0.07 0.85

Results
HOMO energy (alpha / beta): -12.8 / -13.4 eV
Net charge: +1
Energy above the lowest of the compared OMol25 structures with the same formula, charge and spin: 199.2 kcal/mol
Orbital gap (alpha / beta): 7.97 / 8.38 eV
Lowest unoccupied orbital energy (alpha / beta): -4.78 / -5.07 eV
E_tot: -343.00408 Eh
Multiplicity: 1



Entry 2:
C6H9N2 | ωB97M-V/def2-TZVPD

Positions of all 17 atoms, in Å:
C -1.6472 0.8579 -0.8187
C -1.2258 1.4433 0.3776
C -0.7979 -0.2378 -1.1291
C -0.1068 0.6832 0.7939
C -0.6482 -0.9878 -2.2752
C 0.9472 0.8573 1.8187
N 1.8692 -1.5833 0.0729
N 0.1058 -0.2264 -0.1226
H -2.4864 1.0932 -1.3482
H -1.7360 2.2376 0.9357
H 0.2353 -1.5540 -2.2765
H 1.1531 -2.4178 -0.1709
H -1.2988 -0.9699 -3.1088
H 0.8886 1.8661 2.1142
H 1.9329 0.5036 1.2894
H 0.8283 0.1876 2.7350
H 1.9866 -1.7528 1.1126

Cartesian forces (eV/Å) of the 2 atoms listed first:
C 0.74 0.94 3.02
C -1.84 -0.24 -1.41

Results
HOMO energy (alpha / beta): -14.4 / -14.4 eV
Net charge: +1
Energy above the lowest of the compared OMol25 structures with the same formula, charge and spin: 147.3 kcal/mol
Orbital gap (alpha / beta): 7.44 / 7.45 eV
Lowest unoccupied orbital energy (alpha / beta): -6.96 / -6.95 eV
E_tot: -343.08669 Eh
Multiplicity: 1



Entry 3:
C6H9N2 | ωB97M-V/def2-TZVPD

Positions of all 17 atoms, in Å:
C 0.0868 1.7270 -0.7728
C -0.6328 0.7029 -0.4510
C 0.4615 -0.5873 1.3281
C 1.9228 -0.6954 0.7974
C 1.4103 -0.9233 -0.6150
C -2.1136 0.6590 -0.5716
N 2.1348 0.1788 -0.3275
N -0.0041 -0.6564 -0.1191
H 0.3061 2.5603 -1.3244
H 0.0823 -1.3168 2.1321
H 0.3013 0.3956 1.7729
H 2.5803 -1.2897 1.3345
H 1.8630 -1.6896 -1.2448
H -2.4418 1.4702 -1.2867
H -2.6419 1.1019 0.4027
H -2.5587 -0.3260 -0.8065
H -0.7563 -1.3110 -0.2485

Cartesian forces (eV/Å) of the 2 atoms listed first:
C 0.87 -3.39 1.15
C 0.29 -0.24 -1.46

Results
HOMO energy (alpha / beta): -13.7 / -14.3 eV
Net charge: +1
Energy above the lowest of the compared OMol25 structures with the same formula, charge and spin: 202.5 kcal/mol
Orbital gap (alpha / beta): 7.91 / 9.46 eV
Lowest unoccupied orbital energy (alpha / beta): -5.76 / -4.86 eV
E_tot: -342.99872 Eh
Multiplicity: 1



Entry 4:
C6H9N2O2 | ωB97M-V/def2-TZVPD

Positions of all 19 atoms, in Å:
C -1.0384 3.5861 -1.0510
C 0.3317 0.3189 -0.5352
C -0.4201 2.3738 -0.4461
C 0.0087 2.0747 0.8355
N -0.3134 1.2270 -1.2609
N 0.4439 0.7849 0.7390
H 0.7274 -0.7038 -0.8509
H 1.0632 0.2683 1.3483
H -0.2585 2.6159 1.7273
H -2.1151 3.3982 -1.0461
H -0.8007 3.5953 -2.1153
H -0.7757 4.5652 -0.6640
C 0.1740 -4.0411 0.7270
C 0.8055 -2.7258 0.1895
O 1.5155 -2.0480 0.9695
O 0.5556 -2.3737 -1.0096
H 0.0669 -4.8198 -0.0268
H -0.8377 -3.7190 0.9828
H 0.8672 -4.3771 1.4871

Cartesian forces (eV/Å) of the 2 atoms listed first:
C -0.62 -0.56 -0.60
C -0.63 0.71 -0.06

Results
HOMO energy: -4.5 eV
Net charge: -1
Energy above the lowest of the compared OMol25 structures with the same formula, charge and spin: 25.8 kcal/mol
Orbital gap: 8.19 eV
Lowest unoccupied orbital energy: 3.66 eV
E_tot: -494.08154 Eh
Multiplicity: 1



Entry 5:
C6H9N2O2 | ωB97M-V/def2-TZVPD

Positions of all 19 atoms, in Å:
C -2.3194 0.3342 -2.1927
C 0.3254 -1.2041 -0.3582
C -1.4703 -0.4796 -1.2830
C -1.8614 -1.5745 -0.5583
N -0.1096 -0.2979 -1.1912
N -0.6897 -2.0284 0.0343
H 1.2968 -1.3047 0.1131
H -0.6233 -2.9181 0.4902
H -2.7204 -2.1434 -0.2403
H -3.1648 -0.1577 -2.6756
H -1.6812 0.7074 -2.9997
H -2.7450 1.2260 -1.7263
C 1.7996 1.6779 2.2250
C 2.8603 1.0850 1.2454
O 3.6427 1.8728 0.6790
O 2.8082 -0.1782 1.1549
H 1.7830 0.9804 3.0605
H 0.7990 1.6898 1.7842
H 2.0703 2.7130 2.4385

Cartesian forces (eV/Å) of the 2 atoms listed first:
C 0.12 0.98 -0.59
C -0.11 -0.85 0.45

Results
HOMO energy: -4.0 eV
Net charge: -1
Energy above the lowest of the compared OMol25 structures with the same formula, charge and spin: 28.6 kcal/mol
Orbital gap: 7.17 eV
Lowest unoccupied orbital energy: 3.21 eV
E_tot: -494.07716 Eh
Multiplicity: 1



Entry 6:
C6H9N2O2 | ωB97M-V/def2-TZVPD

Positions of all 19 atoms, in Å:
C -1.9832 -0.8426 3.4202
C -1.1034 0.7409 0.2674
C -1.3585 -0.1897 2.2440
C -0.0077 -0.1254 1.8278
N -2.1513 0.4360 1.1005
N 0.1988 0.5255 0.6141
H -1.3816 1.1410 -0.6628
H 1.3778 2.0884 -3.3931
H 0.7603 -0.7485 2.3516
H -1.5325 -0.5846 4.5082
H -1.8596 -2.0266 3.3427
H -3.0349 -0.7407 3.1626
C 1.4868 -0.1514 -2.1400
C 2.0453 0.1000 -3.5010
O 1.9315 1.4070 -3.9281
O 2.7502 -0.4975 -4.2907
H 0.5519 0.2366 -1.8995
H 1.9046 0.5373 -1.3296
H 1.4055 -1.3057 -1.6942

Cartesian forces (eV/Å) of the 2 atoms listed first:
C 1.10 -2.48 0.73
C -0.90 -0.18 1.77

Results
HOMO energy: -3.4 eV
Net charge: -1
Energy above the lowest of the compared OMol25 structures with the same formula, charge and spin: 79.9 kcal/mol
Orbital gap: 6.54 eV
Lowest unoccupied orbital energy: 3.13 eV
E_tot: -493.99539 Eh
Multiplicity: 1



Entry 7:
C6H9N2O2 | ωB97M-V/def2-TZVPD

Positions of all 19 atoms, in Å:
C -2.2982 1.2313 1.2926
C -0.3424 0.4046 0.8554
C -2.3025 0.6570 -0.0030
C -1.3175 -3.6112 0.8669
C -3.2467 0.5206 -0.9384
C 4.9035 0.4360 -1.6280
N -1.1017 1.1333 1.8029
N -1.0159 0.2038 -0.2137
O -0.6514 -4.5095 0.6885
O -1.9728 -2.6689 1.0193
H -2.9724 1.9157 1.8747
H 0.6119 0.1172 1.0547
H 4.1062 -0.2195 -2.0383
H -4.2782 0.8977 -0.9639
H -2.8305 0.1597 -1.8740
H 5.8625 0.0668 -2.0887
H 4.8988 0.3253 -0.5874
H 4.9007 1.5226 -1.8999
H -0.9534 1.4174 2.7802

Cartesian forces (eV/Å) of the 2 atoms listed first:
C -1.53 2.57 1.92
C -2.08 0.74 -1.02

Results
HOMO energy: -14.6 eV
Net charge: +1
Energy above the lowest of the compared OMol25 structures with the same formula, charge and spin: 44.1 kcal/mol
Orbital gap: 8.18 eV
Lowest unoccupied orbital energy: -6.41 eV
E_tot: -493.73194 Eh
Multiplicity: 1



Entry 8:
C6H9N3 | ωB97M-V/def2-TZVPD

Positions of all 18 atoms, in Å:
C -1.4314 0.3415 -0.3909
C -0.2935 -0.8119 -0.2924
N -0.7385 -1.9100 0.4754
C -0.9638 1.2268 0.5765
C 1.5652 1.1005 0.2690
C 0.3203 0.6899 0.9510
C 0.4680 -1.0745 -1.4038
N -2.4597 0.1141 -1.1139
N 2.6799 0.9697 0.8593
H 0.0118 -2.4983 0.8103
H -1.3581 -1.6454 1.2278
H -3.2597 0.6755 -0.8157
H 3.4648 1.2281 0.2633
H -1.5095 2.0196 1.0703
H 1.4528 1.4229 -0.7717
H 0.5166 0.5223 2.0126
H 0.7567 -2.0853 -1.6580
H 0.7783 -0.2855 -2.0691

Cartesian forces (eV/Å) of the 2 atoms listed first:
C 1.52 -1.54 -0.04
C -1.86 0.86 -0.35

Results
HOMO energy (alpha / beta): -8.2 / -8.0 eV
Energy above the lowest of the compared OMol25 structures with the same formula, charge and spin: 111.1 kcal/mol
Orbital gap (alpha / beta): 7.31 / 6.86 eV
Lowest unoccupied orbital energy (alpha / beta): -0.88 / -1.19 eV
E_tot: -398.09846 Eh
Multiplicity: 1



Entry 9:
C6H9N3S | ωB97M-V/def2-TZVPD

Positions of all 19 atoms, in Å:
C 2.7857 1.3970 -0.1631
N 1.9260 0.3761 0.2694
N 2.3518 -0.8884 0.3094
N 1.4257 -1.7350 0.2275
C 0.2441 -1.0846 0.1669
C 0.5859 0.3724 0.2318
S -0.4724 1.7319 0.2363
C -2.0979 0.8469 -0.1189
C -2.2324 -0.6492 0.4528
C -1.1271 -1.5859 -0.1817
H 3.1643 2.1806 0.4713
H 3.6271 0.8857 -0.6273
H 2.2296 1.8120 -0.9960
H -2.0564 0.9449 -1.2675
H -2.8030 1.5720 0.1828
H -3.2856 -1.1949 0.1995
H -1.9324 -0.7280 1.5964
H -1.0864 -1.7248 -1.2748
H -1.2466 -2.5285 0.2852

Cartesian forces (eV/Å) of the 2 atoms listed first:
C 0.96 0.37 -1.99
N -2.13 -1.28 1.36

Results
HOMO energy: -7.9 eV
Structure (SMILES): Cn1nnc2c1SCCC2
Energy above the lowest of the compared OMol25 structures with the same formula, charge and spin: 41.9 kcal/mol
Orbital gap: 8.57 eV
Lowest unoccupied orbital energy: 0.62 eV
E_tot: -796.39761 Eh
Multiplicity: 1



Entry 10:
C6H9N4S | ωB97M-V/def2-TZVPD

Positions of all 20 atoms, in Å:
C 1.3701 1.4058 0.0873
C 0.1402 0.7781 0.0758
C 2.6343 0.7357 -0.0268
C 0.0490 -0.6053 -0.0227
C 1.1743 -1.4564 0.0359
C 2.6726 -0.6400 -0.1965
N 0.9127 -2.7186 0.2751
N -1.0286 -1.3236 0.1658
N 3.7798 -1.3866 -0.4719
N -3.3723 -0.0240 -0.4634
S -0.5977 -2.9947 0.3842
H 1.3140 2.5101 0.1737
H -0.7331 1.4231 -0.1966
H 3.5654 1.3788 -0.0103
H -1.9114 -0.7804 -0.0317
H 3.8773 -2.4167 -0.6741
H 4.6514 -0.8655 -0.4429
H -3.7342 0.3545 -1.3857
H -3.7788 0.4395 0.2762
H -3.9084 -0.8540 -0.5715

Cartesian forces (eV/Å) of the 2 atoms listed first:
C -0.13 -0.26 0.08
C -0.49 2.31 -1.73

Results
HOMO energy: -11.6 eV
Net charge: +1
Energy above the lowest of the compared OMol25 structures with the same formula, charge and spin: 36.1 kcal/mol
Orbital gap: 6.91 eV
Lowest unoccupied orbital energy: -4.72 eV
E_tot: -850.95524 Eh
Multiplicity: 1



Entry 11:
C6H9NO | ωB97M-V/def2-TZVPD

Positions of all 17 atoms, in Å:
C 2.3526 0.5159 0.1404
C 0.8795 0.6073 0.1168
C -0.0404 1.5728 0.1206
C -1.1952 0.5675 0.1978
N -2.4541 0.6939 -0.3908
O -0.9452 -0.2268 1.3682
C -0.1941 -0.5049 0.1895
C -0.1551 -1.8725 -0.4023
H 2.7970 1.5071 0.0968
H 2.7058 -0.0744 -0.7049
H 2.6765 0.0167 1.0538
H -0.0281 2.6426 0.1617
H -3.0186 1.3847 0.0937
H -2.9474 -0.1919 -0.3918
H 0.0916 -1.8036 -1.4602
H -1.1225 -2.3567 -0.2901
H 0.5977 -2.4778 0.1009

Cartesian forces (eV/Å) of the 2 atoms listed first:
C -0.06 0.10 0.05
C -0.19 -0.12 -0.19

Results
HOMO energy: -8.6 eV
Structure (SMILES): CC1=C[C@]2(N)O[C@]12C
Energy above the lowest of the compared OMol25 structures with the same formula, charge and spin: 68.8 kcal/mol
Orbital gap: 9.54 eV
Lowest unoccupied orbital energy: 0.96 eV
E_tot: -363.91459 Eh
Multiplicity: 1



Entry 12:
C6H9NO | ωB97M-V/def2-TZVPD

Positions of all 17 atoms, in Å:
C -1.8936 -0.7799 0.0856
C -0.5714 -0.2129 -0.1808
C 0.6001 -0.8263 -0.8000
C 1.7726 -0.0048 -0.2594
C 0.9435 1.2182 0.3729
N 0.0712 0.3529 1.2078
C -0.2852 1.2139 -0.5902
O -1.1717 2.1068 -0.6183
H -2.5597 -1.3439 -0.7157
H -2.6776 -0.0134 0.6207
H -1.5291 -1.7223 0.8171
H 0.8422 -1.7658 -0.2889
H 0.6451 -0.8781 -1.9596
H 2.5059 0.4803 -0.9514
H 2.3776 -0.5543 0.6499
H 1.4941 2.0142 0.8240
H -0.5639 0.7155 1.7863

Cartesian forces (eV/Å) of the 2 atoms listed first:
C -2.89 -2.92 1.62
C 0.66 2.59 1.08

Results
HOMO energy: -9.1 eV
Structure (SMILES): C[C@]12CC[C@H](N1)C2=O
Energy above the lowest of the compared OMol25 structures with the same formula, charge and spin: 97.7 kcal/mol
Orbital gap: 9.88 eV
Lowest unoccupied orbital energy: 0.81 eV
E_tot: -363.86859 Eh
Multiplicity: 1